--- i ---
Formula: C2H10NO3
Source: the OMol25 dataset
Level of theory: ωB97M-V/def2-TZVPD

Last column: Löwdin charge in e.
CARTESIAN COORDINATES (ANGSTROEM)
C  -0.65  0.06  -1.37  -0.38
O  -0.73  -1.21  -0.84  -0.23
C  0.84  0.41  -1.65  -0.30
N  1.71  0.18  -0.50  -0.02
H  -1.11  0.18  -2.37  0.09
H  -0.97  0.79  -0.60  0.10
H  1.13  -0.34  -2.41  0.09
H  1.04  1.37  -2.09  0.08
H  1.42  0.72  0.31  0.03
H  1.70  -0.80  -0.27  0.05
H  -0.35  1.81  1.71  0.01
H  -0.20  0.43  2.27  -0.01
O  0.28  1.30  2.23  -0.13
H  -1.25  -1.72  1.80  -0.04
H  -1.18  -0.99  0.23  0.00
O  -1.26  -0.80  1.51  -0.33

total charge	-1
highest occupied orbital energy	-0.1545	hartree

--- ii ---
Formula: C2H10NO3
Source: the OMol25 dataset
Level of theory: ωB97M-V/def2-TZVPD

Last column: Löwdin charge in e.
CARTESIAN COORDINATES (ANGSTROEM)
C  1.06  0.46  -0.16  -0.43
O  -0.11  0.61  0.53  -0.33
C  0.90  -0.14  -1.59  -0.28
N  0.26  -1.50  -1.59  -0.04
H  1.73  -0.34  0.30  0.10
H  1.60  1.43  -0.30  0.09
H  1.92  -0.37  -1.86  0.07
H  0.32  0.51  -2.28  0.10
H  -0.76  -1.48  -1.42  0.06
H  0.64  -1.91  -0.75  0.03
H  -1.29  1.68  0.65  -0.02
H  -2.54  2.02  1.55  -0.01
O  -2.17  2.19  0.68  -0.16
H  -1.21  -1.41  2.21  -0.01
H  -0.07  -0.55  1.65  -0.03
O  -0.29  -1.21  2.38  -0.15

total charge	-1
highest occupied orbital energy	-0.1439	hartree

Which one sits at the bottom of the stability order? i does.

--- i ---
Formula: C3H3I3O
Source: the OMol25 dataset
Level of theory: ωB97M-V/def2-TZVPD

Last column: Löwdin charge in e.
CARTESIAN COORDINATES (ANGSTROEM)
C  0.79  1.67  0.21  -0.21
C  -0.41  1.56  0.69  -0.72
C  -3.04  -0.41  -0.82  -1.38
O  -2.29  -0.58  -1.92  -0.25
I  -1.60  2.50  2.08  0.76
I  -4.39  1.24  -0.78  0.71
I  -3.77  -2.16  0.11  0.72
H  1.69  2.46  0.50  0.13
H  0.98  0.85  -0.55  0.06
H  -1.32  -0.97  -1.69  0.18

highest occupied orbital energy (spin up / spin down)	-0.3199 / -0.2884	hartree

--- ii ---
Formula: C3H3I3O
Source: the OMol25 dataset
Level of theory: ωB97M-V/def2-TZVPD

Last column: Löwdin charge in e.
CARTESIAN COORDINATES (ANGSTROEM)
C  1.54  -0.61  1.15  -0.16
C  1.03  0.25  0.33  -0.75
C  -1.38  0.10  -0.45  -1.39
O  -1.34  0.85  -1.55  -0.26
I  1.59  2.03  -0.54  0.83
I  -2.59  0.94  1.04  0.81
I  -1.59  -2.02  -0.74  0.74
H  2.54  -0.51  1.56  0.06
H  0.98  -1.48  1.45  0.04
H  -0.80  0.46  -2.25  0.09

highest occupied orbital energy (spin up / spin down)	-0.2917 / -0.3007	hartree

Which one sits at the bottom of the stability order? i does.

--- i ---
Formula: C9H24O17P2S3Zr
Source: the OMol25 dataset
Level of theory: ωB97M-V/def2-TZVPD

Last column: Löwdin charge in e.
CARTESIAN COORDINATES (ANGSTROEM)
Zr  -0.61  0.06  -1.84  1.70
P  -2.95  1.09  -2.09  0.08
O  -1.85  1.27  -3.19  -0.46
O  -4.42  1.23  -2.29  -0.37
O  -2.14  0.99  -0.72  -0.51
O  -2.61  -0.50  -2.17  -0.54
P  1.18  -1.36  -3.03  0.07
O  0.65  0.05  -3.54  -0.50
O  2.29  -2.10  -3.68  -0.38
O  -0.28  -1.89  -2.80  -0.48
O  1.28  -0.81  -1.52  -0.53
O  -3.23  -2.91  -0.89  -0.23
S  -1.99  -2.80  -0.23  0.61
O  -1.17  -1.65  -0.27  -0.34
O  -2.24  -3.08  1.34  -0.25
C  -2.90  -4.27  1.75  -0.29
C  -2.00  -5.06  2.67  -0.08
C  -0.96  -4.16  -0.70  -0.11
H  -3.09  -4.89  0.86  0.10
H  -3.86  -4.04  2.21  0.12
H  -1.04  -5.43  2.31  0.07
H  -2.57  -5.93  3.02  0.07
H  -1.81  -4.49  3.58  0.07
H  -0.50  -3.90  -1.66  0.06
H  -1.63  -5.01  -0.85  0.06
H  -0.25  -4.47  0.06  0.06
O  0.39  2.19  -1.71  -0.31
S  0.82  3.43  -1.22  0.61
O  1.85  3.49  -0.22  -0.28
O  1.32  4.23  -2.52  -0.21
C  2.13  5.38  -2.32  -0.30
C  2.67  5.90  -3.64  -0.07
C  -0.58  4.41  -0.72  -0.08
H  2.90  5.21  -1.57  0.11
H  1.51  6.22  -1.95  0.11
H  3.42  5.27  -4.10  0.08
H  3.09  6.88  -3.41  0.07
H  1.82  6.09  -4.30  0.08
H  -0.73  4.13  0.32  0.08
H  -1.39  4.21  -1.41  0.08
H  -0.26  5.44  -0.84  0.05
O  0.43  0.55  0.47  -0.30
S  0.86  0.57  1.80  0.59
O  0.22  1.40  2.77  -0.28
O  0.81  -0.95  2.32  -0.24
C  0.43  -1.22  3.67  -0.27
C  1.24  -2.42  4.11  -0.07
C  2.62  0.82  1.84  -0.09
H  -0.66  -1.29  3.78  0.12
H  0.63  -0.33  4.27  0.10
H  0.87  -3.34  3.66  0.07
H  1.23  -2.56  5.19  0.07
H  2.29  -2.24  3.86  0.08
H  2.77  1.70  1.22  0.05
H  3.06  -0.08  1.44  0.08
H  2.91  0.96  2.88  0.06

total charge	-2
highest occupied orbital energy	-0.0015	hartree

--- ii ---
Formula: C9H24O17P2S3Zr
Source: the OMol25 dataset
Level of theory: ωB97M-V/def2-TZVPD

Last column: Löwdin charge in e.
CARTESIAN COORDINATES (ANGSTROEM)
Zr  32.41  -6.53  -29.23  1.66
P  34.93  -6.36  -28.67  0.01
O  34.20  -7.56  -29.21  -0.53
O  33.80  -6.32  -27.67  -0.46
O  34.27  -5.76  -29.91  -0.44
O  36.27  -7.12  -28.67  -0.38
P  30.65  -6.67  -31.11  0.16
O  31.72  -7.75  -30.70  -0.50
O  31.81  -5.68  -31.02  -0.49
O  30.39  -6.45  -29.57  -0.52
O  29.68  -6.66  -32.37  -0.45
O  31.27  -5.88  -26.99  -0.35
S  31.11  -5.30  -25.63  0.71
O  29.86  -5.30  -24.90  -0.29
O  32.21  -6.04  -24.69  -0.26
C  32.10  -7.44  -24.61  -0.30
C  32.76  -8.00  -23.33  -0.06
C  31.94  -3.65  -25.60  -0.09
H  32.47  -7.83  -25.56  0.11
H  31.07  -7.80  -24.53  0.10
H  33.79  -7.65  -23.22  0.07
H  32.79  -9.08  -23.44  0.07
H  32.13  -7.73  -22.48  0.07
H  32.15  -3.47  -24.55  0.06
H  31.25  -2.87  -25.91  0.06
H  32.85  -3.60  -26.21  0.05
O  33.21  -1.92  -28.18  -0.32
S  32.62  -2.77  -29.24  0.76
O  32.30  -4.19  -28.92  -0.37
O  31.22  -2.00  -29.72  -0.25
C  31.33  -0.61  -29.99  -0.30
C  30.58  -0.26  -31.31  -0.06
C  33.63  -2.79  -30.77  -0.09
H  32.36  -0.26  -30.05  0.10
H  30.95  -0.06  -29.13  0.11
H  29.51  -0.29  -31.16  0.07
H  30.75  -0.92  -32.16  0.08
H  30.78  0.75  -31.66  0.06
H  33.28  -3.63  -31.38  0.06
H  34.67  -2.94  -30.51  0.07
H  33.52  -1.86  -31.33  0.05
O  30.11  -9.18  -26.37  -0.28
S  30.68  -9.34  -27.68  0.75
O  31.73  -8.36  -28.10  -0.40
O  31.33  -10.86  -27.79  -0.28
C  32.03  -11.26  -28.91  -0.25
C  31.26  -12.55  -29.42  -0.06
C  29.37  -9.45  -29.01  -0.08
H  32.98  -11.51  -28.44  0.13
H  32.12  -10.48  -29.67  0.12
H  30.22  -12.34  -29.64  0.06
H  31.33  -13.47  -28.84  0.06
H  31.66  -12.76  -30.41  0.06
H  28.70  -10.25  -28.71  0.05
H  29.86  -9.78  -29.93  0.06
H  28.89  -8.50  -29.23  0.06

total charge	-2
highest occupied orbital energy	0.0177	hartree

Which one sits at the bottom of the stability order? ii does.

--- i ---
Formula: CH2N3O3
Source: the OMol25 dataset
Level of theory: ωB97M-V/def2-TZVPD

Last column: Löwdin charge in e.
CARTESIAN COORDINATES (ANGSTROEM)
C  0.58  -0.42  1.03  -0.47
N  -0.37  -0.47  1.69  0.12
N  1.58  -0.23  0.20  0.08
N  -1.39  0.28  -0.66  -0.68
O  -0.99  -0.83  -1.06  -0.10
O  -0.54  1.22  -0.73  -0.13
O  -2.52  0.49  -0.37  0.00
H  1.05  0.19  -0.57  0.06
H  2.59  -0.23  0.46  0.11

total charge	-1
highest occupied orbital energy	-0.1597	hartree

--- ii ---
Formula: CH2N3O3
Source: the OMol25 dataset
Level of theory: ωB97M-V/def2-TZVPD

Last column: Löwdin charge in e.
CARTESIAN COORDINATES (ANGSTROEM)
C  0.17  1.93  -0.37  -0.71
N  -0.85  -0.89  -0.18  0.12
N  0.82  -3.01  0.62  -0.13
N  -0.61  -0.51  -1.20  0.18
O  0.41  1.18  -1.29  -0.10
O  0.48  3.09  -0.15  -0.08
O  0.49  -2.05  1.40  -0.36
H  -0.54  1.54  0.46  0.10
H  -0.37  -1.27  0.70  -0.02

total charge	-1
highest occupied orbital energy (spin up / spin down)	-0.1390 / -0.1361	hartree

--- iii ---
Formula: CH2N3O3
Source: the OMol25 dataset
Level of theory: ωB97M-V/def2-TZVPD

Last column: Löwdin charge in e.
CARTESIAN COORDINATES (ANGSTROEM)
C  0.71  -0.44  0.07  -0.21
N  1.52  -1.20  -0.61  -0.06
N  -0.31  -1.26  0.43  -0.25
N  0.26  1.71  -0.28  -0.03
O  -1.16  1.73  -0.33  -0.19
O  0.86  -2.33  -0.06  -0.17
O  -0.99  -1.42  1.46  -0.17
H  0.54  1.64  -1.26  0.02
H  -1.43  1.56  0.58  0.07

total charge	-1
highest occupied orbital energy (spin up / spin down)	-0.1071 / -0.1074	hartree

Which one sits at the bottom of the stability order? iii does.

--- i ---
Formula: C4H11NOS
Source: the OMol25 dataset
Level of theory: ωB97M-V/def2-TZVPD

Last column: Löwdin charge in e.
CARTESIAN COORDINATES (ANGSTROEM)
C  1.38  1.00  -1.80  -0.16
C  0.66  -1.02  1.48  -0.16
C  -2.02  -0.81  1.38  -0.20
C  -0.07  1.00  -1.67  -0.37
N  -0.42  0.79  -0.23  -0.26
O  -0.79  -1.80  -0.68  -0.36
S  -0.66  -0.67  0.24  0.67
H  2.05  1.74  -1.15  0.12
H  1.85  0.00  -1.82  0.06
H  1.73  1.18  -2.91  0.10
H  0.27  -1.22  2.42  0.01
H  1.13  -1.96  1.11  0.06
H  1.51  -0.28  1.61  0.09
H  -2.93  -0.67  0.80  0.06
H  -1.99  -1.84  1.75  0.06
H  -2.17  -0.34  2.42  0.10
H  -0.37  0.12  -2.20  0.08
H  -0.67  1.83  -1.99  0.10

SMILES string	CCN=S(C)(C)=O
highest occupied orbital energy	-0.3196	hartree

--- ii ---
Formula: C4H11NOS
Source: the OMol25 dataset
Level of theory: ωB97M-V/def2-TZVPD

Last column: Löwdin charge in e.
CARTESIAN COORDINATES (ANGSTROEM)
C  0.38  0.26  -1.44  -0.32
O  0.76  1.39  -2.13  0.01
C  -0.40  0.61  -0.15  -0.46
C  -0.68  -0.64  0.71  -0.23
C  0.41  -0.97  1.76  -0.50
S  2.12  -0.45  1.21  0.70
N  -1.65  1.09  -0.59  0.03
H  1.06  -0.54  -1.19  0.07
H  -0.25  -0.49  -1.96  0.12
H  0.07  1.97  -1.91  0.03
H  0.25  1.32  0.41  0.14
H  -0.61  -1.58  0.11  0.10
H  -1.77  -0.83  1.08  0.15
H  0.25  -0.38  2.63  0.04
H  0.43  -2.11  1.91  0.10
H  3.14  -1.12  1.82  -0.15
H  -2.08  0.47  -1.25  0.09
H  -1.43  2.01  -1.00  0.08

SMILES string	N[C@H](CO)CCS
highest occupied orbital energy	-0.3309	hartree

--- iii ---
Formula: C4H11NOS
Source: the OMol25 dataset
Level of theory: ωB97M-V/def2-TZVPD

Last column: Löwdin charge in e.
CARTESIAN COORDINATES (ANGSTROEM)
C  -1.58  0.88  -0.10  -0.39
C  -2.89  0.12  -0.18  -0.20
C  2.60  -0.02  -0.49  -0.15
C  1.46  0.91  -0.19  -0.24
N  0.24  -1.04  1.32  -0.12
O  -0.25  -1.07  -1.22  -0.39
S  -0.25  -0.14  -0.12  0.78
H  -1.48  1.55  0.75  0.05
H  -3.21  -0.30  0.78  0.06
H  -3.67  0.79  -0.53  0.06
H  -2.78  -0.69  -0.89  0.06
H  2.86  -0.60  0.39  0.07
H  2.32  -0.70  -1.30  0.07
H  3.47  0.55  -0.80  0.08
H  1.26  1.62  -0.99  0.08
H  1.51  1.40  0.77  0.08
H  0.95  -1.71  1.08  0.04
H  -0.55  -1.54  1.70  0.04

SMILES string	CC=[S@@](N)(=O)CC
highest occupied orbital energy	-0.2946	hartree

Which one sits at the bottom of the stability order? i does.

--- i ---
Formula: CH4FN2
Source: the OMol25 dataset
Level of theory: ωB97M-V/def2-TZVPD

Last column: Löwdin charge in e.
CARTESIAN COORDINATES (ANGSTROEM)
C  0.08  0.03  0.01  -0.13
N  -0.41  1.20  -0.01  0.29
N  -0.19  -1.18  0.05  0.30
F  1.93  -0.07  0.04  -0.13
H  -1.41  1.42  0.10  0.19
H  0.28  1.93  -0.07  0.17
H  -0.98  -1.67  -0.14  0.14
H  0.70  -1.66  0.02  0.17

total charge	+1
highest occupied orbital energy	-0.6619	hartree

--- ii ---
Formula: CH4FN2
Source: the OMol25 dataset
Level of theory: ωB97M-V/def2-TZVPD

Last column: Löwdin charge in e.
CARTESIAN COORDINATES (ANGSTROEM)
C  0.11  0.47  0.56  -0.11
N  -0.58  1.41  0.02  0.25
N  0.24  -1.60  -0.80  0.13
F  0.75  0.43  1.63  0.25
H  -0.95  1.26  -0.97  0.20
H  -0.50  2.30  0.57  0.19
H  1.18  -2.08  -0.94  0.05
H  -0.26  -2.18  -0.07  0.03

total charge	+1
highest occupied orbital energy (spin up / spin down)	-0.5802 / -0.6029	hartree

Which one sits at the bottom of the stability order? ii does.